{
  "formula": "C5H12N2O",
  "method": "the ωB97M-V functional and the def2-TZVPD basis",
  "homo_lumo_gap_ev": 9.314,
  "de_lowest_kcal_mol": 29.7,
  "total_energy_ev": -10407.1347,
  "mol_weight_g_mol": 116.16,
  "smiles": "CCN(C)CC(N)=O",
  "lumo_energy_ev": 0.8,
  "elements": ["C", "C", "N", "C", "C", "C", "N", "O", "H", "H", "H", "H", "H", "H", "H", "H", "H", "H", "H", "H"],
  "positions_angstrom": [[0.06240, -1.76503, 1.56948], [-0.81525, -1.11332, 0.49226], [-0.36952, 0.22627, 0.17576], [-0.37215, 1.22394, 1.21481], [-0.62463, 0.69893, -1.16700], [0.55761, 0.68890, -2.10564], [1.80441, 0.46097, -1.65469], [0.34548, 0.84940, -3.30099], [0.23318, -1.11992, 2.43636], [1.04857, -2.01408, 1.18362], [-0.50822, -2.58058, 2.02464], [-0.60878, -1.65414, -0.42107], [-1.83103, -1.14170, 0.89995], [-0.02439, 2.19136, 0.86651], [-1.35782, 1.45431, 1.66858], [0.22859, 0.85329, 2.03386], [-0.87719, 1.75784, -1.10747], [-1.45417, 0.30238, -1.75044], [2.53553, 0.49497, -2.34338], [2.02738, 0.18622, -0.71515]],
  "forces_ev_per_a": [[-0.4, 0.4, 0.6], [1.3, 0.5, 0.9], [0.2, 0.3, -0.6], [-0.8, -0.1, 0.5], [0.3, 1.0, 0.5], [-0.3, -0.7, -1.3], [0.4, 0.1, 0.4], [0.1, 0.3, 0.2], [-0.1, 0.2, -0.2], [-0.1, -0.4, 0.0], [0.5, -0.4, -0.4], [-0.9, -0.5, -0.2], [-0.4, -0.1, -0.7], [0.5, -0.1, -0.1], [-0.1, -0.3, -0.3], [0.4, 0.3, 0.2], [-0.1, 0.2, 0.0], [-0.1, -0.6, 0.4], [0.0, -0.1, 0.0], [-0.3, 0.1, 0.1]]
}

=====

{
  "formula": "C5H12N2O",
  "method": "the ωB97M-V functional and the def2-TZVPD basis",
  "homo_lumo_gap_ev": 8.617,
  "de_lowest_kcal_mol": 85.3,
  "total_energy_ev": -10404.7257,
  "mol_weight_g_mol": 116.16,
  "lumo_energy_ev": 0.8,
  "elements": ["C", "C", "C", "C", "N", "N", "C", "O", "H", "H", "H", "H", "H", "H", "H", "H", "H", "H", "H", "H"],
  "positions_angstrom": [[0.36674, -0.43506, -0.63012], [-1.38526, 2.02861, -0.55412], [1.23965, -1.30528, -1.47336], [-0.56487, -2.09884, 0.98642], [1.05133, 0.42579, 0.14702], [-0.71615, 1.91410, 0.73331], [0.52234, 1.41892, 0.99853], [1.14964, 1.73044, 1.99566], [2.02046, 0.23088, 0.41180], [-0.97462, 2.60726, 1.42158], [-0.60464, -1.17087, 0.07226], [-2.46309, 2.05330, -0.38678], [-1.08990, 2.94599, -1.07204], [-1.15660, 1.16634, -1.17615], [0.71481, -2.22500, -1.73230], [2.20356, -1.56627, -1.01169], [1.44955, -0.77647, -2.40600], [0.42365, -2.51962, 1.15074], [-0.91237, -1.57172, 1.87062], [-1.27423, -2.85249, 0.65461]],
  "forces_ev_per_a": [[0.3, 1.5, -0.8], [-0.1, 0.1, -0.2], [0.1, -0.4, 0.5], [-0.2, 1.2, -1.1], [0.3, -0.8, -0.4], [0.1, 0.0, -0.1], [-0.5, -0.1, 0.7], [0.0, 0.0, -0.4], [-0.1, 0.1, -0.1], [0.1, -0.1, 0.0], [0.0, -1.7, 1.4], [0.1, 0.0, 0.0], [0.0, 0.0, 0.0], [0.0, 0.1, 0.1], [0.1, 0.0, 0.0], [0.0, 0.0, 0.0], [-0.1, 0.1, 0.1], [0.0, 0.0, -0.1], [0.0, -0.1, 0.1], [0.0, -0.1, 0.1]]
}

=====

Computed values of HOMO level (unit: eV) for the preceding records, in sequence: -8.48, -7.84.